No. 1
ORCA calculation (the ωB97M-V functional and the def2-TZVPD basis) on a molecular structure, C30H20Cl2CuN3SSe.

The geometry in XYZ format:
```
58
Properties=species:S:1:pos:R:3:forces:R:3
Cu 0.56114 -0.10742 0.11633 0.0199 -0.0256 -0.4332
C 4.20386 -2.06647 -1.69976 -0.0214 0.0707 0.0847
C 3.41790 -1.35232 -0.77641 0.0444 0.0599 -0.0178
N 2.14422 -1.57813 -0.58252 -0.1026 -0.1761 -0.0767
C 1.52717 -2.55585 -1.30475 -0.1439 0.1040 0.1683
C 2.23640 -3.33778 -2.23373 0.0903 -0.1417 -0.1476
C 3.60758 -3.05654 -2.42079 -0.0372 -0.0485 -0.0503
C 1.57680 -4.37239 -2.95125 0.1245 0.1000 0.0435
C 0.25349 -4.58572 -2.72211 -0.1959 0.0192 0.0818
C -0.48546 -3.81127 -1.80121 0.0353 -0.0912 -0.1106
C 0.09715 -2.78074 -1.07542 0.1365 0.1129 0.0487
N -0.45570 -1.93282 -0.17915 0.0789 -0.0287 0.1167
C -1.56886 -2.05673 0.55098 -0.0984 0.1788 0.2094
C -2.64049 -2.94851 0.43255 0.0246 0.0135 0.0071
C -3.71334 -2.95141 1.33950 -0.0183 -0.1018 -0.0968
C -3.78597 -2.09769 2.40091 0.1119 0.0803 0.0324
C -2.73073 -1.16937 2.59128 -0.1526 0.0159 0.1380
C -2.71051 -0.27817 3.68832 -0.0725 -0.0632 -0.0217
C -1.66338 0.57658 3.85414 0.0805 0.0696 -0.0348
C -0.63828 0.56839 2.89286 0.0626 0.1497 -0.0159
N -0.63229 -0.22246 1.84775 -0.1660 -0.2295 -0.0079
C -1.65260 -1.11760 1.68466 0.2117 -0.0665 -0.2578
H 5.24923 -1.81872 -1.82516 0.0111 0.0013 0.0015
H 3.85819 -0.55332 -0.18882 0.0124 0.0104 -0.0057
H 4.16728 -3.63421 -3.14817 -0.0031 -0.0083 0.0013
H 2.13286 -4.96158 -3.66960 0.0144 -0.0056 -0.0077
H -0.26626 -5.36413 -3.26976 -0.0071 -0.0033 0.0020
H -1.53886 -4.00963 -1.71386 0.0027 -0.0113 -0.0347
H -2.66729 -3.65431 -0.37795 -0.0332 -0.0235 0.0336
H -4.51339 -3.66661 1.17899 0.0079 -0.0001 -0.0080
H -4.61662 -2.11452 3.09420 -0.0168 0.0094 0.0123
H -3.53657 -0.29191 4.39076 -0.0050 -0.0104 -0.0046
H -1.61624 1.26701 4.68568 0.0015 0.0074 0.0028
H 0.19786 1.25431 2.97815 -0.0113 -0.0017 0.0255
Cl 0.98088 2.77269 0.81481 0.0410 0.1088 0.0558
C 1.83740 3.22545 -0.64043 -0.1161 -0.0964 0.1325
C 2.64631 4.34240 -0.54996 0.0451 0.0266 -0.0440
C 3.34734 4.78010 -1.66224 -0.0604 -0.0588 -0.0077
C 3.20981 4.07227 -2.84700 0.0267 0.0421 0.0466
C 2.39810 2.95564 -2.89946 0.0100 -0.0949 -0.2728
Cl 2.30890 2.13846 -4.44423 -0.0102 0.0384 0.1046
C 1.65857 2.45113 -1.80718 0.0740 0.0881 0.0580
S 0.65410 1.05467 -1.93324 -0.0163 0.0023 0.2833
H 2.71508 4.86426 0.39437 0.0007 0.0059 0.0188
H 3.98084 5.65460 -1.60907 0.0141 0.0140 0.0013
H 3.73343 4.37725 -3.74261 0.0081 0.0029 -0.0063
Se -3.26966 1.66603 0.46930 -0.0380 -0.0761 -0.1317
C -3.60400 2.97001 1.77691 0.0297 0.0766 0.0634
C -4.88557 3.16114 2.30403 0.0041 -0.0366 0.0294
C -5.10520 4.11279 3.28675 0.0224 -0.0273 -0.0330
C -4.05030 4.89162 3.74612 -0.0146 0.0436 0.0406
C -2.77558 4.72074 3.22138 0.0067 -0.0280 -0.0227
C -2.55015 3.76409 2.24507 -0.0313 0.0103 -0.0104
H -5.69731 2.54775 1.93647 -0.0165 -0.0040 -0.0004
H -6.09898 4.24971 3.69365 -0.0107 0.0031 0.0049
H -4.22365 5.63711 4.51213 -0.0021 0.0058 0.0079
H -1.95504 5.33338 3.57299 0.0017 0.0009 0.0047
H -1.56400 3.62248 1.82387 0.0461 -0.0136 -0.0008
```
Forces are in eV/Å.

## Properties
2S+1: 2
HOMO-LUMO gap (alpha / beta): 6.09 / 4.22 eV
E_LUMO (alpha / beta): 2.51 / 0.63 eV
ΔE to the lowest compared entry with this formula, charge and spin: 0.539 eV
charge: -1

=====

No. 2
ORCA calculation (the ωB97M-V functional and the def2-TZVPD basis) on a molecular structure, C19H45AsCoF5N3Si6Te.

The geometry in XYZ format:
```
81
Properties=species:S:1:pos:R:3:forces:R:3
Co 0.86596 -2.68159 0.58174 0.0330 0.0193 0.0048
C -2.35144 4.12086 -2.21880 -0.0052 -0.0127 -0.0283
Si -1.41511 3.06823 -0.96263 -0.0258 0.0265 0.0120
C 0.06352 4.07626 -0.37312 0.0290 -0.0198 0.0252
C -2.57828 2.79018 0.48849 -0.0019 -0.0066 0.0180
Si -0.68112 1.07044 -1.89599 0.0011 -0.0198 0.0304
Te -0.96865 -0.91001 1.19736 0.0418 -0.0459 0.0565
Si -2.38088 -0.31666 -2.67447 -0.0137 0.0280 -0.0197
C -1.75976 -2.06670 -2.87998 0.0470 -0.0503 0.0129
C -3.00463 0.32222 -4.33480 -0.0254 -0.0075 -0.0113
C -3.84166 -0.31345 -1.48869 -0.0105 -0.0193 0.0265
Si 1.01351 1.42746 -3.45428 0.0612 0.0078 -0.0314
C 2.69251 1.56788 -2.62234 0.0111 0.0129 0.0167
C 0.70889 3.04876 -4.37406 -0.0147 0.0229 0.0094
C 1.08445 0.04638 -4.71836 -0.0539 0.0238 -0.0228
H -2.67946 5.06366 -1.77054 0.0023 0.0000 0.0109
H -3.23717 3.59111 -2.57715 -0.0095 0.0050 -0.0062
H -1.72951 4.35206 -3.08537 -0.0009 0.0071 -0.0056
H -0.26429 5.01060 0.09144 -0.0026 0.0079 -0.0012
H 0.72343 4.32592 -1.20739 0.0135 0.0010 -0.0009
H 0.64957 3.51882 0.36044 -0.0113 0.0176 -0.0217
H -2.77600 3.73142 1.00966 0.0028 0.0087 -0.0047
H -2.16578 2.07664 1.20306 -0.0412 0.0049 -0.0123
H -3.53323 2.38806 0.14505 -0.0176 -0.0111 -0.0064
H -0.94858 -2.12381 -3.60872 0.0203 -0.0043 -0.0044
H -2.55325 -2.73504 -3.22610 -0.0136 0.0230 0.0236
H -1.38264 -2.44463 -1.92638 0.0042 -0.0323 -0.0230
H -2.20515 0.33126 -5.07721 0.0083 0.0051 -0.0169
H -3.39191 1.33946 -4.24429 -0.0069 0.0068 -0.0077
H -3.80589 -0.31864 -4.71436 -0.0104 0.0040 -0.0027
H -3.55589 -0.64722 -0.48797 -0.0197 0.0100 -0.0242
H -4.61443 -0.99186 -1.86181 -0.0071 -0.0049 0.0146
H -4.28322 0.68106 -1.39822 0.0011 0.0162 -0.0002
H 2.70197 2.35902 -1.86903 0.0035 0.0015 -0.0085
H 3.46358 1.79323 -3.36458 0.0101 -0.0081 -0.0014
H 2.95722 0.63198 -2.12644 0.0039 -0.0111 0.0035
H 0.72449 3.90060 -3.68960 -0.0059 0.0013 -0.0117
H -0.26106 3.03941 -4.87583 -0.0002 0.0053 -0.0106
H 1.48293 3.20986 -5.13018 0.0084 -0.0029 -0.0049
H 1.30420 -0.91672 -4.25926 0.0124 -0.0187 0.0323
H 1.87092 0.24559 -5.45139 0.0088 0.0094 -0.0091
H 0.14091 -0.05094 -5.25931 0.0120 -0.0168 -0.0104
F 1.15080 -4.68420 2.69177 0.0119 -0.0114 -0.0210
C 1.12754 -4.58963 1.29930 -0.0854 0.0015 0.0369
F 2.35746 -5.08032 0.89324 0.0101 0.0056 -0.0016
C 0.11224 -5.64221 0.86079 0.0153 0.0254 0.0410
F -1.10171 -5.35865 1.36416 -0.0156 0.0082 0.0128
F 0.00398 -5.65922 -0.47629 0.0108 0.0069 -0.0441
F 0.42175 -6.89124 1.25224 -0.0029 -0.0389 0.0195
N 1.63263 -2.62292 -1.21995 -0.0319 -0.0243 0.0809
C 1.87703 -2.95783 -2.31187 -0.0053 0.1815 -0.1221
N 2.26843 -3.23545 -3.49518 -0.0048 -0.0984 0.0378
C 1.42118 -3.61963 -4.43621 0.0598 0.0254 0.0313
N 0.75674 -3.94404 -5.32729 -0.0285 -0.0139 -0.0243
C -1.05170 -2.99558 4.52580 -0.0149 -0.0123 -0.0243
Si 0.23256 -1.66791 4.74661 -0.0006 -0.0004 0.0355
C -0.55476 -0.15741 5.52718 0.0024 0.0308 -0.0193
C 1.64644 -2.27556 5.81502 0.0286 -0.0030 -0.0113
As 1.16452 -1.11552 2.65787 -0.0293 -0.0484 -0.0731
Si 1.83986 1.13158 2.71815 0.0131 0.0052 -0.0452
C 3.12886 1.30332 4.07181 0.0085 -0.0177 -0.0053
C 2.57345 1.43943 1.03080 0.0293 0.0009 0.0147
C 0.43625 2.32547 3.02242 -0.0383 -0.0122 0.0157
H -1.50309 -3.23440 5.49287 0.0054 -0.0032 0.0137
H -0.61389 -3.90191 4.10871 -0.0021 -0.0140 -0.0132
H -1.83761 -2.65725 3.84890 -0.0071 -0.0070 0.0003
H -1.07428 -0.43716 6.44734 -0.0038 -0.0068 0.0101
H -1.28351 0.28521 4.84494 -0.0083 0.0027 0.0111
H 0.18971 0.60115 5.77684 -0.0038 0.0148 0.0037
H 1.29729 -2.54949 6.81362 -0.0119 0.0007 0.0096
H 2.41847 -1.51052 5.92299 0.0104 0.0001 0.0067
H 2.10314 -3.15564 5.35848 0.0085 -0.0058 0.0044
H 3.94416 0.59182 3.92874 0.0092 -0.0014 0.0057
H 2.68969 1.12250 5.05538 0.0048 -0.0030 0.0119
H 3.55300 2.31049 4.07369 0.0024 0.0117 0.0006
H 3.43131 0.79012 0.84639 0.0061 -0.0046 -0.0041
H 2.89496 2.47819 0.91507 -0.0015 -0.0031 -0.0006
H 1.82468 1.22573 0.26356 -0.0129 0.0039 -0.0265
H 0.02900 2.23263 4.02934 -0.0058 0.0032 0.0049
H -0.36913 2.14136 2.30926 0.0296 0.0149 0.0343
H 0.78344 3.35348 2.88491 0.0106 0.0021 0.0041
```
Forces are in eV/Å.

## Properties
2S+1: 5
HOMO-LUMO gap (alpha / beta): 6.35 / 6.96 eV
E_LUMO (alpha / beta): 2.30 / 1.62 eV
ΔE to the lowest compared entry with this formula, charge and spin: 0.080 eV
charge: -1

=====

No. 3
ORCA calculation (the ωB97M-V functional and the def2-TZVPD basis) on 2 unconnected molecules or ions with the total composition C5H13NO.

The geometry in XYZ format:
```
20
Properties=species:S:1:pos:R:3:forces:R:3
C 0.56113 -1.89792 0.67388 -1.0068 0.2489 0.0799
C 0.69722 -0.38770 0.58248 -0.2217 -1.4876 -0.2418
C 0.23919 0.40624 1.54548 0.9999 2.3856 -0.6142
C -0.40969 0.08135 2.84432 0.3811 -1.1286 0.0797
N 0.44053 1.81469 1.43817 -0.2088 -0.6474 0.4328
C 0.43928 2.61639 0.25385 -0.6029 -0.7425 -0.8810
H -0.39364 -2.03633 1.18640 0.2599 -0.5383 0.3772
H 1.37237 -2.39864 1.20529 -0.0354 0.1187 0.1118
H 0.39474 -2.45615 -0.24834 0.3320 0.4437 -0.3558
H 1.15427 0.02018 -0.30888 0.1202 0.1982 0.1408
H 0.15408 0.48193 3.69090 -0.1355 0.4166 -0.1222
H -1.44202 0.42705 2.85025 0.0330 0.0568 0.1658
H -0.36554 -0.99144 3.01482 -0.3404 -0.1276 0.0036
H 0.58000 2.26007 2.31344 -0.0774 0.4581 0.3547
H 1.04014 2.17118 -0.55113 0.2749 0.2924 0.2391
H 0.74762 3.64142 0.43408 0.2350 -0.0790 0.1994
H -0.57334 2.65771 -0.17517 -0.0067 0.1325 0.0287
O -1.61066 -2.13873 -5.78043 0.9412 -0.4792 -1.2561
H -1.02321 -1.42885 -5.51721 -0.0544 0.3594 0.4201
H -1.10015 -2.48799 -6.55237 -0.8872 0.1192 0.8375
```
Forces are in eV/Å.

## Properties
SMILES string: C/C=C(\C)NC.O
HOMO-LUMO gap: 8.41 eV
E_LUMO: 0.87 eV
ΔE to the lowest compared entry with this formula, charge and spin: 1.717 eV

=====

No. 4
ORCA calculation (the ωB97M-V functional and the def2-TZVPD basis) on a single C7H5ClN2O molecule.

The geometry in XYZ format:
```
16
Properties=species:S:1:pos:R:3:forces:R:3
C 0.45209 1.67446 -0.99390 -0.7891 1.8301 -3.6956
C 1.33474 2.17622 -0.08898 1.7446 0.8325 0.4931
C 1.29421 0.16548 1.04998 1.2823 0.3885 1.9838
C -0.07366 0.42722 -0.79736 -0.5004 -2.6180 1.4826
C 0.28448 -0.41158 0.33783 -0.9785 1.5557 -1.1439
C -1.13420 -0.02222 -1.60199 -4.2897 -2.4340 -0.7366
C -0.50696 -1.55837 0.85419 -3.6957 -0.0102 -0.8962
N 1.75349 1.41395 0.89335 0.3958 -1.2977 0.9399
N -1.39722 -2.08763 -0.19678 1.9348 2.3446 -1.7596
O -2.03092 -0.12804 -2.34835 3.1284 0.9433 1.3996
Cl -2.75010 -3.01330 0.21990 0.0893 0.3928 0.6160
H 0.17100 2.17766 -2.00453 0.5739 -0.5262 2.1482
H 1.94295 3.10625 -0.07576 -1.2658 -0.2511 -0.7854
H 1.74245 -0.34367 1.92780 -0.4448 0.1280 -0.6660
H 0.11245 -2.35710 1.11608 1.4036 -1.1043 1.1863
H -1.19481 -1.21934 1.70850 1.4114 -0.1741 -0.5662
```
Forces are in eV/Å.

## Properties
HOMO-LUMO gap (alpha / beta): 5.29 / 5.26 eV
E_LUMO (alpha / beta): -1.69 / -1.70 eV
ΔE to the lowest compared entry with this formula, charge and spin: 2.899 eV